Computed, not measured: a 2-piece molecular cluster, C2N2 overall in a non-equilibrium geometry, with ωB97M-V/def2-TZVPD.

Last column: Löwdin charge in e.
Geometry (Å):
C -0.31502 -0.47261 0.94916  -0.075
C 0.33978 0.46324 -0.93793  -0.075
N -0.86168 -0.69694 1.91498  0.075
N 0.83692 0.70631 -1.92621  0.075

F_max: 0.154 Eh/bohr
Highest occupied orbital energy: -13.79 eV
Frontier orbital gap: 9.67 eV
LUMO: -4.1175 eV
ΔE to the lowest compared entry with this formula, charge and spin: 4.558 eV


Computed, not measured: an isolated ion of composition C2N5 and charge +1 in a non-equilibrium geometry, with ωB97M-V/def2-TZVPD.

Last column: Löwdin charge in e.
Geometry (Å):
C -1.61920 -0.08429 -0.02475  -0.002
C -0.18712 -0.00125 -0.06076  -0.157
N -2.74863 0.03374 0.04403  0.352
N 0.66516 1.10390 -0.02772  0.265
N 0.60003 -1.07572 -0.00722  0.184
N 1.80252 0.66962 0.04478  0.180
N 1.77952 -0.65556 0.01735  0.177

F_max: 0.143 Eh/bohr
Highest occupied orbital energy (alpha / beta): -19.07 / -18.45 eV
Frontier orbital gap (alpha / beta): 7.30 / 6.60 eV
SMILES: N#CC1=[N+]=NN=N1
LUMO (alpha / beta): -11.7693 / -11.8518 eV
Net charge: +1
ΔE to the lowest compared entry with this formula, charge and spin: 0.000 eV


Computed, not measured: C2N7O6 as an isolated structure in a non-equilibrium geometry, with ωB97M-V/def2-TZVPD.

Last column: Löwdin charge in e.
Geometry (Å):
C -1.02709 -0.11869 0.09725  -0.406
C 0.34274 0.30239 0.00918  -0.088
N -2.99209 -0.56056 -0.46870  -0.109
N -1.86128 -0.17038 -0.96695  0.033
N -1.67470 -0.47884 1.22521  0.032
N -2.88156 -0.74026 0.82732  -0.111
N 1.42336 -1.32614 -0.24308  -0.314
N 0.91797 0.81338 1.24922  -0.335
N 0.63323 1.05602 -1.21412  -0.336
O 2.58833 -1.13251 -0.15307  0.077
O 0.76329 -2.27918 -0.44807  0.118
O 1.22680 -0.02121 2.06949  0.105
O 1.05148 2.00787 1.37278  0.111
O 0.38647 2.23354 -1.22684  0.120
O 1.10306 0.41454 -2.12961  0.102

F_max: 0.073 Eh/bohr
Highest occupied orbital energy: -6.01 eV
Frontier orbital gap: 7.99 eV
LUMO: 1.9840 eV
Net charge: -1
ΔE to the lowest compared entry with this formula, charge and spin: 0.000 eV


Computed, not measured: C2NO4 as an isolated structure in a non-equilibrium geometry, with ωB97M-V/def2-TZVPD.

Last column: Löwdin charge in e.
Geometry (Å):
C 1.95243 -0.34733 0.14002  -0.482
C -1.46461 0.26253 -0.23276  -0.787
N 2.84817 -1.01279 -0.20396  0.073
O -0.50698 0.06193 0.69256  0.088
O -1.55140 0.83888 -1.25502  0.102
O 1.07014 0.52017 0.31445  0.001
O -2.34777 -0.32340 0.54470  0.005

F_max: 0.091 Eh/bohr
Highest occupied orbital energy (alpha / beta): -5.55 / -5.56 eV
Frontier orbital gap (alpha / beta): 8.74 / 8.75 eV
LUMO (alpha / beta): 3.1873 / 3.1873 eV
Net charge: -1
ΔE to the lowest compared entry with this formula, charge and spin: 2.417 eV


Computed, not measured: a 2-piece molecular cluster, C2O2S overall in a non-equilibrium geometry, with ωB97M-V/def2-TZVPD.

Last column: Löwdin charge in e.
Geometry (Å):
C 0.73708 0.38015 -0.45111  -0.504
C -1.29716 -1.13327 0.64465  -0.501
O 1.30945 -0.21131 -1.24579  0.219
O 0.18704 1.00591 0.34332  0.113
S -2.48961 -0.15670 0.82773  0.674

F_max: 0.037 Eh/bohr
Highest occupied orbital energy: -11.40 eV
Frontier orbital gap: 11.09 eV
LUMO: -0.3184 eV
ΔE to the lowest compared entry with this formula, charge and spin: 1.713 eV


Computed, not measured: one molecule with the formula C2O3 in a non-equilibrium geometry, with ωB97M-V/def2-TZVPD.

Last column: Löwdin charge in e.
Geometry (Å):
C -0.32699 0.22185 -0.88562  -0.075
C 0.26067 -0.02479 0.27341  -0.390
O 0.02630 0.33721 1.56031  0.139
O 0.44098 -1.13349 1.03552  0.139
O -0.40097 0.59921 -1.98363  0.188

F_max: 0.041 Eh/bohr
Highest occupied orbital energy: -9.31 eV
Frontier orbital gap: 7.94 eV
SMILES: O=C=C1OO1
LUMO: -1.3785 eV
ΔE to the lowest compared entry with this formula, charge and spin: 7.053 eV


Computed, not measured: a 2-piece molecular cluster, C2O3 overall in a non-equilibrium geometry, with ωB97M-V/def2-TZVPD.

Last column: Löwdin charge in e.
Geometry (Å):
C 2.39765 -0.30733 0.22371  0.017
C -1.98094 0.15544 -0.10207  -0.448
O -2.67153 -0.53491 0.47375  0.232
O -1.27463 0.91318 -0.60033  0.205
O 3.52945 -0.22637 0.00494  -0.006

F_max: 0.069 Eh/bohr
Highest occupied orbital energy: -13.03 eV
Frontier orbital gap: 13.61 eV
LUMO: 0.5770 eV
ΔE to the lowest compared entry with this formula, charge and spin: 0.105 eV


Computed, not measured: a 2-piece molecular cluster, C2O3S overall in a non-equilibrium geometry, with ωB97M-V/def2-TZVPD.

Last column: Löwdin charge in e.
Geometry (Å):
C -1.14688 0.48546 -0.22416  -0.539
C 1.16562 -0.61808 0.25507  -0.865
O -1.39669 0.37989 -1.33963  0.215
O 0.67182 -1.53315 0.74323  0.145
O -1.13659 0.63576 0.91553  0.195
S 1.84273 0.65012 -0.35004  0.849

F_max: 0.040 Eh/bohr
Highest occupied orbital energy: -10.99 eV
Frontier orbital gap: 11.44 eV
SMILES: O=C=O.O=C=S
LUMO: 0.4439 eV
ΔE to the lowest compared entry with this formula, charge and spin: 0.288 eV


Copy entry 3 word for word.
Computed, not measured: C2N7O6 as an isolated structure in a non-equilibrium geometry, with ωB97M-V/def2-TZVPD.

Last column: Löwdin charge in e.
Geometry (Å):
C -1.02709 -0.11869 0.09725  -0.406
C 0.34274 0.30239 0.00918  -0.088
N -2.99209 -0.56056 -0.46870  -0.109
N -1.86128 -0.17038 -0.96695  0.033
N -1.67470 -0.47884 1.22521  0.032
N -2.88156 -0.74026 0.82732  -0.111
N 1.42336 -1.32614 -0.24308  -0.314
N 0.91797 0.81338 1.24922  -0.335
N 0.63323 1.05602 -1.21412  -0.336
O 2.58833 -1.13251 -0.15307  0.077
O 0.76329 -2.27918 -0.44807  0.118
O 1.22680 -0.02121 2.06949  0.105
O 1.05148 2.00787 1.37278  0.111
O 0.38647 2.23354 -1.22684  0.120
O 1.10306 0.41454 -2.12961  0.102

F_max: 0.073 Eh/bohr
Highest occupied orbital energy: -6.01 eV
Frontier orbital gap: 7.99 eV
LUMO: 1.9840 eV
Net charge: -1
ΔE to the lowest compared entry with this formula, charge and spin: 0.000 eV


Look up the ΔE to the lowest compared entry with this formula, charge and spin of the eighth one.
0.288 eV


What is the F_max in the fourth record?
0.091 Eh/bohr


Number 1 is which compound?
C2N2